The following is a quantum chemistry calculation of C4H13N3 in the gas phase, from the OMol25 dataset.

Values from the calculation:
SMILES string: NCC[C@H](N)CN
ΔE to the lowest compared entry with this formula, charge and spin: 22.4 kcal/mol
Total energy: -8828.4396 eV
HOMO-LUMO gap: 9.90 eV
Spin multiplicity: 1

```
20
C4H13N3 the ωB97M-V functional and the def2-TZVPD basis
C -1.08 0.12 0.15
N 0.57 -1.59 -0.56
H 0.44 -0.41 2.13
H -1.43 -0.76 0.70
H -1.03 0.89 0.93
N -1.38 1.76 -1.71
C 0.45 -0.24 0.03
H 3.12 -0.21 0.96
H -0.95 1.70 -2.61
H 0.88 0.39 -0.75
H 2.69 -0.79 2.42
H 1.42 -1.94 -0.10
H -2.14 2.42 -1.77
H 1.35 0.99 1.62
C 1.14 -0.06 1.38
C -1.76 0.47 -1.15
H -2.80 0.42 -0.80
N 2.45 -0.80 1.44
H -1.64 -0.29 -1.93
H -0.29 -2.08 -0.37
```

The following is a quantum chemistry calculation of C17H19FN2S in the gas phase, from the OMol25 dataset.

Values from the calculation:
SMILES string: CC(C)c1ccccc1NC(=S)NCc1ccccc1F
ΔE to the lowest compared entry with this formula, charge and spin: 0.0 kcal/mol
Total energy: -34471.1513 eV
HOMO-LUMO gap: 8.78 eV
Spin multiplicity: 1

```
40
C17H19FN2S the ωB97M-V functional and the def2-TZVPD basis
H 1.70 4.42 -1.10
C 0.69 -1.00 -1.23
C -2.15 -1.27 2.35
H -1.99 0.85 2.53
C 3.60 2.44 -1.54
S 1.52 0.95 2.87
C 1.51 1.11 -2.10
H 1.36 3.08 0.00
H 2.49 1.07 0.44
C 1.31 3.40 -1.04
N -0.45 0.15 1.31
C -1.33 -0.01 2.44
H 3.72 2.21 -0.49
H -0.83 -0.01 0.38
H -5.34 -2.36 2.76
C 0.60 -0.58 -3.58
H 2.09 2.94 -2.96
C -3.69 -3.61 2.21
H 0.34 -0.89 -4.58
C 1.25 0.26 -1.01
H -3.99 -0.31 2.87
H 0.27 3.42 -1.35
C 2.12 2.49 -1.96
C -2.33 -3.66 1.95
H 0.55 -1.66 -0.39
H 1.37 1.30 -4.21
H -0.09 -2.39 -2.66
N 1.58 0.64 0.30
C -4.28 -2.40 2.55
C 0.35 -1.41 -2.51
H 4.06 3.41 -1.72
H -0.68 -0.04 3.32
C -3.52 -1.25 2.61
C -1.59 -2.50 2.02
F -0.27 -2.57 1.75
H -1.84 -4.58 1.69
C 0.84 0.53 1.42
C 1.18 0.66 -3.37
H 4.13 1.69 -2.12
H -4.28 -4.51 2.17
```

The following is a quantum chemistry calculation of a molecular structure, C7H9N4OP, from the OMol25 dataset.

Values from the calculation:
ΔE to the lowest compared entry with this formula, charge and spin: 73.3 kcal/mol
Total energy: -24698.3726 eV
HOMO-LUMO gap: 8.87 eV
Spin multiplicity: 1

```
22
C7H9N4OP the ωB97M-V functional and the def2-TZVPD basis
H 1.82 1.33 -0.85
O -0.31 1.19 -1.00
H 0.76 3.01 -0.76
N -5.48 -0.20 0.69
C -2.05 0.27 0.34
H 0.44 -0.30 1.89
H -0.43 1.71 0.98
H 1.14 -2.14 -1.45
P -2.98 -0.34 -0.92
C -1.22 -3.23 0.03
C -0.61 0.77 0.32
C 0.05 -1.66 0.35
H -2.14 -3.88 0.09
N -0.31 -3.37 -0.93
H -2.62 0.13 1.31
H 0.86 2.05 -2.21
C 0.85 1.93 -1.21
C -4.52 -0.24 0.07
N -1.00 -2.23 0.87
H 1.33 0.02 0.45
C 0.43 -0.33 0.81
N 0.45 -2.28 -0.75
```

The following is a quantum chemistry calculation of a molecular structure, C44H49CrFN3O4P3, from the OMol25 dataset.

Values from the calculation:
Expectation value of S²: 0.761
Total energy: -118084.4447 eV
HOMO-LUMO gap (spin up / spin down): 5.64 / 5.64 eV
Spin multiplicity: 2
Charge: +1

```
105
C44H49CrFN3O4P3 the ωB97M-V functional and the def2-TZVPD basis
H -3.23 -3.90 -0.80
H 2.77 1.80 0.82
H 4.79 -4.66 2.21
C 0.67 -0.93 4.10
C 1.33 4.92 2.91
C -0.22 -1.46 5.24
C 0.11 -3.15 -1.32
H -2.05 5.00 3.07
F 1.31 1.91 -1.49
C -0.90 3.46 2.14
C -1.06 4.65 2.83
C -0.15 0.29 -4.04
C 4.31 -3.80 1.75
C -1.01 -0.32 5.66
C 3.71 0.23 -2.66
C -0.10 0.26 3.66
C 3.88 -3.88 0.43
C -0.99 0.65 4.69
H -4.34 0.56 -2.44
H -4.68 -1.49 0.61
P 2.37 -0.17 -0.29
H -5.46 -0.91 -0.84
H 0.70 -2.41 -1.87
C 5.90 1.23 -2.85
C -2.15 -3.98 -0.70
H 0.44 -3.19 -0.28
H 6.73 1.55 -3.47
C 0.06 5.39 3.21
Cr 0.17 0.58 -1.29
H -1.35 3.61 -0.39
H -0.69 -3.48 4.37
O -2.09 3.71 -6.38
H 4.02 -4.79 -0.14
C -4.55 -1.39 -0.46
N 2.18 0.99 1.00
C 4.79 0.64 -3.44
C 5.94 1.40 -1.47
H -0.64 1.04 -6.29
C 4.14 -2.63 2.47
C 3.27 -2.78 -0.16
C -1.55 2.71 -6.00
H 1.03 -2.74 2.83
C -1.40 -2.85 -1.42
C -3.36 -0.51 -0.85
H -1.86 4.93 -1.44
H -1.85 -4.92 -1.16
H 2.20 5.49 3.21
H -1.90 -4.03 0.36
C 3.08 -1.60 0.57
N -1.05 1.87 -2.41
H -1.62 -0.29 6.55
H -1.36 -2.03 -3.46
H -1.37 0.61 2.04
H 6.81 1.85 -1.01
C -0.88 1.53 -3.74
H 3.40 -0.61 2.44
H -2.89 -2.81 -3.01
C -0.33 0.32 2.23
H -3.43 -2.15 1.76
C -2.41 -2.01 2.09
H -1.46 -3.78 -3.35
O -1.07 1.77 -6.80
C 0.28 -1.99 3.04
H -2.66 0.22 -2.82
O 0.33 -0.31 -2.98
H 2.50 3.38 2.02
H 4.75 0.50 -4.52
H 0.64 -1.30 1.06
H 1.72 -0.78 4.34
H -2.57 1.44 -0.22
H -4.34 1.33 -0.29
C -1.45 -1.58 1.18
C -1.39 2.49 -4.54
H 4.50 -2.57 3.49
H -3.46 0.56 1.04
C -1.81 -2.84 -2.90
H 0.21 -2.07 6.02
C -0.84 -2.49 3.96
C -2.17 -2.32 3.42
H 4.95 1.09 0.39
H -1.62 1.53 4.67
H -2.31 4.29 -4.00
H -0.07 6.32 3.74
C 3.53 -1.53 1.89
C -2.00 3.87 -1.22
C 0.38 2.99 1.83
N -1.87 3.44 -3.68
H -4.51 -2.38 -0.91
P -1.64 -1.20 -0.56
C -0.16 -1.22 1.78
P 0.50 1.38 1.01
H 2.84 -0.20 -3.13
C 4.88 0.98 -0.69
H 0.30 -4.13 -1.77
C -3.54 -0.18 -2.35
H -1.78 2.88 1.86
C 3.76 0.41 -1.28
C -1.64 3.05 -2.40
C -3.43 0.78 -0.02
H -3.85 -1.06 -2.91
O -0.01 -0.12 -5.18
H 2.95 -2.84 -1.19
H -3.04 3.71 -0.93
H -3.01 -2.58 4.05
C 1.49 3.73 2.22
```

The following is a quantum chemistry calculation of a molecular structure, C31H24Cl5FeN3O3, from the OMol25 dataset.

Values from the calculation:
Expectation value of S²: 6.015
ΔE to the lowest compared entry with this formula, charge and spin: 5.6 kcal/mol
Total energy: -140148.7971 eV
HOMO-LUMO gap (spin up / spin down): 7.19 / 7.20 eV
Spin multiplicity: 5

```
67
C31H24Cl5FeN3O3 the ωB97M-V functional and the def2-TZVPD basis
C 2.12 -0.55 2.46
C -2.25 -3.41 0.23
C 3.26 -1.08 3.05
Cl 5.34 -2.82 3.11
H 1.10 2.65 1.51
C 2.67 2.87 0.32
C 1.34 3.14 -1.81
H -2.20 -3.96 -0.70
C -1.75 4.37 2.85
H -3.17 -3.82 3.47
H 1.61 4.64 -0.29
H 3.08 4.31 -1.20
C 3.74 0.91 -3.67
Cl 1.27 0.70 3.35
C 2.26 -0.38 -2.33
C 1.58 -0.99 1.26
H -3.07 -5.05 1.33
H -2.56 -2.17 -2.22
H -1.21 -1.14 -2.76
C -1.33 2.53 0.69
H -1.35 4.30 -0.55
H -0.89 -2.81 -2.23
H -1.91 6.34 3.70
Cl 4.06 -4.11 0.58
C 3.33 -2.72 1.30
H 1.91 -1.33 -1.97
H -1.87 1.48 4.63
C -1.86 -1.41 1.51
O -1.31 -1.39 -0.77
C -1.55 2.07 2.01
H -2.39 -1.45 3.57
O -1.07 1.77 -0.33
H 3.79 -1.25 -3.54
H -2.15 3.08 6.46
H 3.21 3.38 1.12
C -1.62 4.82 1.50
H 0.38 2.86 -1.38
C -2.04 3.44 5.45
C -1.89 2.54 4.43
H -1.68 5.89 1.30
C 3.08 2.03 -3.22
C -1.44 3.95 0.47
C -1.81 -2.10 0.30
C 2.02 1.90 -2.32
C 2.19 -2.14 0.76
C -2.74 -4.02 1.38
H 4.57 0.99 -4.37
H -2.17 5.53 6.01
H 3.35 2.13 -0.10
C 3.90 -2.16 2.44
C 2.20 3.84 -0.74
O 1.59 2.12 0.87
H 1.15 3.82 -2.64
C -2.36 -2.02 2.65
C 3.32 -0.33 -3.22
C -1.50 -1.92 -2.07
C -2.05 4.83 5.20
C -2.79 -3.33 2.58
H 3.36 3.02 -3.56
C -1.91 5.28 3.91
Cl 3.91 -0.43 4.51
N 1.62 0.70 -1.87
Cl 1.44 -2.99 -0.59
C -1.74 2.99 3.10
N -1.39 -0.08 1.41
Fe 0.23 0.27 0.06
N -1.82 0.74 2.27
```

The following is a quantum chemistry calculation of 5 unconnected molecules or ions with the total composition C2H12O4, from the OMol25 dataset.

Values from the calculation:
SMILES string: C=C.O.O.O.O
ΔE to the lowest compared entry with this formula, charge and spin: 30.7 kcal/mol
Total energy: -10457.6630 eV
HOMO-LUMO gap: 10.28 eV
Spin multiplicity: 1

```
18
C2H12O4 the ωB97M-V functional and the def2-TZVPD basis
H -2.18 1.64 -0.91
H -0.44 -1.77 -0.49
H -2.60 -1.30 0.77
H 2.37 -0.22 2.13
C 1.97 0.53 1.50
H -0.72 1.36 -0.94
O -1.71 -1.11 0.73
H -1.78 -0.21 0.37
H 0.89 1.77 2.87
H 0.30 1.75 1.22
H 0.61 0.01 -3.28
C 1.02 1.34 1.91
H 0.24 -0.63 -1.99
H 1.96 0.20 0.46
O -1.47 1.39 -0.36
H 0.84 -2.65 -0.50
O 0.60 0.19 -2.36
O 0.12 -2.29 -1.12
```